Entry 1:
Density functional theory data (ωB97M-V/def2-TZVPD) for a 2-piece molecular cluster, C14H23B2NO8PS2 overall.

As for the net charge: +1. Its orbital gap is 0.296 hartree. The value obtained for the calculated total energy is -65069.8064 eV. As for the largest force on an atom: 0.046 hartree/bohr.

Cartesian coordinates (Å):
1 C 0.14059 -3.23711 3.25354
2 C -0.16595 -3.26463 2.10206
3 C -0.51226 -3.28142 0.69845
4 C -1.07661 -1.96812 0.20720
5 C -0.33443 -1.17422 -0.62616
6 B 1.12526 -1.63225 -1.08415
7 O 2.19097 -1.06288 -0.48338
8 O 1.35078 -2.57187 -2.05012
9 C -0.87934 0.03615 -1.08557
10 C -0.19935 1.00253 -1.99999
11 C 1.07880 1.65019 -1.41514
12 C 0.02965 0.38800 -3.41267
13 C -0.43128 1.36141 -4.49505
14 C -2.17588 0.34019 -0.70820
15 C -2.91065 -0.46429 0.11315
16 B -4.42865 0.02585 0.39710
17 O -5.18807 0.27682 -0.70153
18 O -5.00507 0.18446 1.59895
19 N -2.33578 -1.60430 0.60134
20 P -3.33413 -2.50783 1.77848
21 S -3.22516 -1.70034 3.52356
22 H 0.40377 -2.94604 4.23836
23 H 0.38165 -3.55328 0.14250
24 H -1.24034 -4.05824 0.47125
25 H 3.01575 -1.39650 -0.86267
26 H 0.61494 -3.17304 -2.19991
27 H -0.89063 1.82333 -2.15473
28 H 1.15792 1.53700 -0.34072
29 H 1.16860 2.67716 -1.74511
30 H 1.92642 1.11622 -1.82874
31 H -0.61694 -0.48247 -3.51186
32 H 1.07111 0.12226 -3.55546
33 H -1.41447 1.75883 -4.25191
34 H -0.53463 0.86899 -5.45536
35 H 0.22621 2.22177 -4.56838
36 H -2.63402 1.24680 -1.07078
37 H -4.89770 -0.20583 -1.48268
38 H -4.40464 0.40813 2.32087
39 H -4.61954 -2.56775 1.21493
40 H -2.85501 -3.81888 1.83668
41 C 3.03166 1.54765 2.70267
42 C 4.52340 1.80446 2.74818
43 O 4.70960 2.94005 1.89505
44 S 3.43530 3.90654 1.99129
45 O 3.70498 4.94330 2.91346
46 O 2.97398 4.17013 0.67670
47 O 2.44226 2.85369 2.69189
48 H 2.74362 1.02739 1.78502
49 H 2.67726 0.98938 3.56517
50 H 5.10664 0.96463 2.38151
51 H 4.85542 2.06875 3.75414



Entry 2:
Density functional theory data (ωB97M-V/def2-TZVPD) for an isolated ion of composition C14H23BF7N4O2S and charge +1.

As for the net charge: +1. Its orbital gap is 0.368 hartree. The value obtained for the calculated total energy is -55477.2687 eV. As for the largest force on an atom: 0.012 hartree/bohr.

Cartesian coordinates (Å):
1 C -2.40953 2.95343 2.97257
2 C -1.84006 3.56018 1.68721
3 C -0.87627 2.62586 0.94427
4 C -1.61562 1.54885 0.12784
5 C -1.68496 1.86373 -1.37018
6 C -0.39321 1.76246 -2.18533
7 C 0.25587 0.38130 -2.30388
8 N 0.96448 -0.04278 -1.08410
9 B 2.25393 0.73728 -0.75524
10 O 2.19212 1.85049 0.01035
11 O 3.35826 0.29849 -1.36962
12 C 4.63351 0.30397 -0.68748
13 C 5.14062 -1.12117 -0.53900
14 C 0.73565 -1.04027 -0.28191
15 N 1.53755 -1.24988 0.79543
16 C 1.10100 -2.32916 1.38981
17 S 1.73125 -3.05241 2.84405
18 N 0.04520 -2.85036 0.77017
19 N -0.24775 -2.01534 -0.30036
20 C -1.36443 -2.28044 -1.17558
21 F -2.08805 -1.17772 -1.36017
22 F -0.89242 -2.66815 -2.36674
23 C -2.33072 -3.39244 -0.67077
24 F -3.25722 -3.51386 -1.61418
25 F -1.64532 -4.54312 -0.57987
26 C -3.05608 -3.07856 0.70022
27 F -2.63442 -1.90632 1.19666
28 F -4.36429 -3.03007 0.53538
29 F -2.74700 -4.03425 1.58509
30 H -1.65763 2.35869 3.49527
31 H -2.75655 3.74100 3.64365
32 H -3.28368 2.32785 2.77325
33 H -2.65502 3.83803 1.01044
34 H -1.31248 4.48578 1.93267
35 H -0.26498 3.24018 0.27283
36 H -0.19604 2.18565 1.68581
37 H -1.21453 0.55053 0.31951
38 H -2.65086 1.52091 0.48410
39 H -2.01798 2.90637 -1.44468
40 H -2.47223 1.27973 -1.85503
41 H 0.34204 2.49742 -1.84693
42 H -0.64286 2.03832 -3.21495
43 H 1.02277 0.43672 -3.08297
44 H -0.46109 -0.35146 -2.65625
45 H 1.47785 1.85001 0.65998
46 H 4.53375 0.79679 0.28105
47 H 5.31907 0.90003 -1.29031
48 H 5.75993 -1.42284 -1.38457
49 H 5.75958 -1.20216 0.35706
50 H 4.31188 -1.82669 -0.46358
51 H 2.99236 -3.00750 2.39583
52 H -0.43540 -3.70310 1.01319



Entry 3:
Density functional theory data (ωB97M-V/def2-TZVPD) for a 4-piece molecular cluster, C14H23BN4O10 overall.

Its orbital gap is 0.282 hartree. The value obtained for the calculated total energy is -42004.1572 eV. As for the largest force on an atom: 0.029 hartree/bohr.

Cartesian coordinates (Å):
1 N 0.38547 -3.83185 0.86548
2 C 0.06939 -3.33552 -0.13017
3 O -0.56574 -2.94541 -1.20423
4 C -0.97321 -1.64135 -1.22515
5 C -1.98691 -1.18798 -1.94736
6 O -2.80986 -1.91292 -2.72109
7 B -3.94444 -2.31195 -1.96521
8 O -3.86382 -3.50500 -1.28317
9 O -5.04559 -1.52558 -1.92227
10 C -2.07591 0.28606 -1.75403
11 O -2.89167 1.05764 -2.14694
12 O -0.99258 0.62846 -0.98360
13 C -0.35593 -0.49684 -0.51948
14 O 0.49890 -0.45480 0.30434
15 H -3.99897 -4.25691 -1.86498
16 H -5.33477 -1.39955 -1.01278
17 C 2.00600 3.29187 2.73640
18 O 2.10691 4.15399 3.58935
19 N 2.99839 2.90417 1.91791
20 C 2.80932 1.86879 0.91713
21 C 4.29358 3.54736 2.04657
22 H 1.06482 2.74323 2.55974
23 H 3.49353 1.03817 1.09828
24 H 2.99970 2.26808 -0.08062
25 H 1.79108 1.49536 0.95778
26 H 4.69188 3.39797 3.05067
27 H 4.20133 4.62072 1.87763
28 H 4.97864 3.12306 1.31754
29 C 2.91216 -1.55320 -1.84456
30 O 3.25326 -0.38968 -1.91324
31 N 3.67717 -2.60066 -2.19659
32 C 3.21969 -3.97436 -2.09644
33 C 5.01615 -2.33495 -2.69626
34 H 1.91603 -1.84750 -1.47291
35 H 3.87006 -4.53413 -1.42267
36 H 3.23459 -4.44150 -3.08307
37 H 2.20459 -4.00605 -1.70757
38 H 5.60010 -1.80338 -1.94488
39 H 4.96850 -1.71214 -3.58967
40 H 5.50412 -3.27583 -2.93558
41 C -3.50005 1.21304 0.96184
42 O -2.99502 0.11440 1.15060
43 N -4.02136 1.99375 1.91520
44 C -4.61764 3.28046 1.61200
45 C -3.98062 1.53318 3.29528
46 H -3.59153 1.64226 -0.04550
47 H -4.08614 4.07575 2.13689
48 H -5.66487 3.29311 1.91919
49 H -4.56311 3.46936 0.54240
50 H -2.94932 1.37019 3.60715
51 H -4.51702 0.58932 3.39275
52 H -4.43925 2.27926 3.93792